# 1
Density functional theory data (wB97M-V/def2-TZVPD) for 2 unconnected molecules or ions with the total composition C2H2N2O4 in a non-equilibrium geometry.

Summary:
E_LUMO in eV: 0.36
Net charge: 0
Multiplicity: 1
Relative energy (zero: lowest compared OMol25 entry of this formula, charge and spin) in kcal/mol: 60.2
Orbital gap in eV: 10.40

The geometry in XYZ format:
```
10
Properties=species:S:1:pos:R:3:forces:R:3
O -1.10097 -1.22367 0.81654 -1.1 -0.6 -0.5
O -1.37241 -0.92649 -2.81551 -0.5 -1.4 -1.6
O 0.90309 -1.70396 0.11207 0.0 -0.3 -0.5
O -0.42187 0.62711 -1.44201 1.0 1.2 0.5
N 0.08844 -1.05287 0.72505 0.5 0.6 0.6
N 0.65710 1.14652 1.11990 0.5 -0.3 1.1
C 0.56732 -0.05404 1.63216 0.5 0.7 -0.4
C -0.84252 -0.15292 -2.17463 -0.5 0.2 0.9
H 0.46527 1.58132 0.22026 -0.2 -0.8 -0.2
H 1.05654 1.75899 1.80618 0.0 0.6 0.0
```
Positions in Å, forces in eV/Å.

# 2
Density functional theory data (wB97M-V/def2-TZVPD) for 2 unconnected molecules or ions with the total composition C2H2N2OS in a non-equilibrium geometry.

Summary:
E_LUMO (spin up / spin down) in eV: -1.26 / -1.26
Net charge: 0
Multiplicity: 1
Relative energy (zero: lowest compared OMol25 entry of this formula, charge and spin) in kcal/mol: 120.3
Orbital gap (spin up / spin down) in eV: 7.07 / 7.06

The geometry in XYZ format:
```
8
Properties=species:S:1:pos:R:3:forces:R:3
S -0.42916 -1.72181 -0.30520 0.2 0.2 0.1
O 2.54147 0.64466 0.24300 0.4 -0.1 -0.3
N 0.24187 2.30064 0.05431 0.4 2.2 -0.4
N 1.57571 -0.01714 0.39710 1.6 0.2 1.2
C 1.10722 3.03353 -0.14835 -0.5 -1.1 0.3
C 0.41552 -0.35141 0.10686 -1.9 -1.1 -1.2
H -0.07362 0.67434 0.16345 -0.1 -0.6 0.3
H 2.00624 3.59733 -0.28402 -0.2 0.2 -0.1
```
Positions in Å, forces in eV/Å.

# 3
Density functional theory data (wB97M-V/def2-TZVPD) for C2H2N2OS in the gas phase in a non-equilibrium geometry.

Summary:
E_LUMO in eV: 0.37
Net charge: 0
Multiplicity: 1
Relative energy (zero: lowest compared OMol25 entry of this formula, charge and spin) in kcal/mol: 46.4
Orbital gap in eV: 9.12

The geometry in XYZ format:
```
8
Properties=species:S:1:pos:R:3:forces:R:3
S -2.28632 -1.00198 -1.03028 2.3 0.7 0.7
O -0.32178 0.85873 -0.69657 -1.9 2.1 -2.6
N 0.20567 -0.88997 0.24001 -0.4 -5.4 4.8
N 1.06415 0.05328 0.59462 4.4 -4.6 4.4
C -0.77268 -0.39593 -0.50673 -2.7 -0.2 -0.8
C 0.80906 1.05128 -0.01001 -1.7 4.4 -1.3
H 0.11077 -1.69581 1.12169 0.0 2.8 -4.1
H 1.19113 2.02041 0.28727 0.0 0.1 -1.0
```
Positions in Å, forces in eV/Å.

# 4
Density functional theory data (wB97M-V/def2-TZVPD) for 2 unconnected molecules or ions with the total composition C2H2N2OS in a non-equilibrium geometry.

Summary:
E_LUMO (spin up / spin down) in eV: -1.09 / -1.09
Net charge: 0
Multiplicity: 1
Relative energy (zero: lowest compared OMol25 entry of this formula, charge and spin) in kcal/mol: 89.0
Orbital gap (spin up / spin down) in eV: 8.02 / 8.02

The geometry in XYZ format:
```
8
Properties=species:S:1:pos:R:3:forces:R:3
S 0.52159 -1.82847 -0.76809 -1.0 2.6 -0.5
O -0.17240 -1.96939 0.70898 -0.1 -0.1 0.1
N 0.53263 1.56913 1.87058 0.2 -0.1 0.4
N -0.29592 1.34223 -0.41443 -0.9 0.6 -1.5
C -0.37331 0.51504 -1.30787 1.6 -3.2 1.3
C 0.15862 1.39248 0.79764 0.4 -0.2 1.0
H -0.77059 0.59911 -2.29298 -0.3 0.2 -0.6
H 0.39938 -1.62013 1.40616 0.1 0.1 -0.2
```
Positions in Å, forces in eV/Å.

# 5
Density functional theory data (wB97M-V/def2-TZVPD) for C2H2N2OS in the gas phase in a non-equilibrium geometry.

Summary:
E_LUMO (spin up / spin down) in eV: -0.89 / -0.89
Net charge: 0
Multiplicity: 1
Relative energy (zero: lowest compared OMol25 entry of this formula, charge and spin) in kcal/mol: 112.8
Orbital gap (spin up / spin down) in eV: 7.32 / 7.31

The geometry in XYZ format:
```
8
Properties=species:S:1:pos:R:3:forces:R:3
S 2.03149 1.61733 0.05612 -0.8 -0.6 0.6
O -1.02180 -1.02308 0.14185 -2.0 2.3 -0.1
N 1.08808 -1.57053 0.00911 0.7 2.3 0.3
N -0.04477 -1.83680 0.02681 1.1 -2.1 -0.1
C 0.79162 0.65252 0.23148 0.4 -1.1 -1.3
C -0.61453 0.49499 -0.01648 -0.2 -0.5 0.2
H -0.84271 0.72621 -1.07023 0.2 -0.2 0.3
H -1.38738 0.93935 0.62134 0.6 0.0 0.1
```
Positions in Å, forces in eV/Å.

# 6
Density functional theory data (wB97M-V/def2-TZVPD) for C2H2N2OS in the gas phase in a non-equilibrium geometry.

Summary:
E_LUMO (spin up / spin down) in eV: -0.29 / -0.29
Net charge: 0
Multiplicity: 1
Relative energy (zero: lowest compared OMol25 entry of this formula, charge and spin) in kcal/mol: 73.0
Orbital gap (spin up / spin down) in eV: 8.69 / 8.69

The geometry in XYZ format:
```
8
Properties=species:S:1:pos:R:3:forces:R:3
S -1.34303 -1.20929 0.14452 0.7 1.8 -0.4
O -0.51135 -2.41170 -0.04963 0.2 -1.0 0.1
N -1.41332 2.80425 0.05148 -0.5 1.0 0.0
N 1.11462 -0.25153 -0.03205 -0.2 1.1 -0.1
C -0.95006 1.76412 0.11516 3.0 -5.8 -0.3
C -0.20941 0.02261 0.03698 -2.1 2.5 0.6
H 1.49964 -1.18115 -0.17341 -1.0 -0.1 0.1
H 1.81291 0.46270 -0.09306 -0.2 0.5 0.0
```
Positions in Å, forces in eV/Å.

# 7
Density functional theory data (wB97M-V/def2-TZVPD) for C2H2N2S in the gas phase in a non-equilibrium geometry.

Summary:
E_LUMO in eV: -0.45
Net charge: 0
Multiplicity: 1
Relative energy (zero: lowest compared OMol25 entry of this formula, charge and spin) in kcal/mol: 40.7
Orbital gap in eV: 8.25

The geometry in XYZ format:
```
7
Properties=species:S:1:pos:R:3:forces:R:3
S -1.25038 -1.75030 -0.00101 0.1 0.1 0.0
N -0.50551 1.25727 0.00362 -2.9 1.6 -0.1
N -1.42940 1.89972 -0.00335 0.9 -0.4 0.0
C 0.19798 -0.99653 0.00174 -0.7 -0.3 0.0
C 0.43531 0.39973 0.00057 2.5 -1.3 0.0
H 1.44423 0.77897 -0.00760 0.0 0.2 0.0
H 1.10776 -1.58887 0.00602 0.1 0.0 0.0
```
Positions in Å, forces in eV/Å.

# 8
Density functional theory data (wB97M-V/def2-TZVPD) for C2H2N2S in the gas phase in a non-equilibrium geometry.

Summary:
E_LUMO in eV: -0.45
Net charge: 0
Multiplicity: 1
Relative energy (zero: lowest compared OMol25 entry of this formula, charge and spin) in kcal/mol: 49.7
Orbital gap in eV: 8.59

The geometry in XYZ format:
```
7
Properties=species:S:1:pos:R:3:forces:R:3
S 1.77781 -0.40693 0.39316 0.5 -0.7 0.8
N -0.94417 -0.68556 0.78181 0.4 -0.1 1.4
N -0.21888 -1.28924 1.47084 0.1 0.7 -1.3
C -0.67610 0.21948 -0.16755 0.0 0.3 -0.2
C 0.65226 0.39949 -0.44493 -0.3 -1.2 0.2
H 0.72199 0.85906 -1.39452 1.0 1.1 -0.6
H -1.31291 0.90371 -0.63880 -1.8 0.0 -0.3
```
Positions in Å, forces in eV/Å.

# 9
Density functional theory data (wB97M-V/def2-TZVPD) for C2H2N2S in the gas phase in a non-equilibrium geometry.

Summary:
E_LUMO in eV: -0.37
Net charge: 0
Multiplicity: 1
Relative energy (zero: lowest compared OMol25 entry of this formula, charge and spin) in kcal/mol: 33.4
Orbital gap in eV: 9.50

The geometry in XYZ format:
```
7
Properties=species:S:1:pos:R:3:forces:R:3
S -1.38469 -0.58736 -0.00992 0.3 2.0 0.0
N -0.67475 1.06921 -0.01216 1.0 -1.7 0.2
N 2.30875 -0.82333 0.02400 -0.1 -0.6 -0.1
C 0.61853 1.06048 0.01014 -2.5 0.5 -0.4
C 1.40913 -0.11216 -0.03193 1.4 0.1 0.3
H 1.13686 2.01286 0.02725 0.0 0.0 0.0
H -2.58574 -0.02608 0.17937 -0.1 -0.3 -0.1
```
Positions in Å, forces in eV/Å.

# 10
Density functional theory data (wB97M-V/def2-TZVPD) for a gas-phase ion, C2H2N3O (charge +1) in a non-equilibrium geometry.

Summary:
E_LUMO in eV: -5.95
Net charge: +1
Multiplicity: 1
Relative energy (zero: lowest compared OMol25 entry of this formula, charge and spin) in kcal/mol: 43.6
Orbital gap in eV: 8.37

The geometry in XYZ format:
```
8
Properties=species:S:1:pos:R:3:forces:R:3
O 1.99676 0.33062 -1.57176 -1.5 0.3 0.1
N -0.64888 -0.08981 1.42492 1.1 1.2 2.2
N -0.69562 0.44178 2.39748 -1.2 0.5 1.4
N -0.25402 0.29751 -0.73635 -0.5 0.9 -1.2
C 0.91045 0.40410 -1.23119 2.0 -0.1 -0.3
C -0.33981 -0.62216 0.32701 0.5 -4.1 -1.1
H 0.05209 -1.70388 0.39108 -0.9 2.0 -0.9
H -1.02098 0.94183 -1.00119 0.4 -0.6 -0.2
```
Positions in Å, forces in eV/Å.

# 11
Density functional theory data (wB97M-V/def2-TZVPD) for a gas-phase ion, C2H2N3O2 (charge -1) in a non-equilibrium geometry.

Summary:
E_LUMO (spin up / spin down) in eV: 2.50 / 3.53
Net charge: -1
Multiplicity: 1
Relative energy (zero: lowest compared OMol25 entry of this formula, charge and spin) in kcal/mol: 76.6
Orbital gap (spin up / spin down) in eV: 6.58 / 7.56

The geometry in XYZ format:
```
9
Properties=species:S:1:pos:R:3:forces:R:3
O 2.34238 -0.73893 0.13756 0.0 -0.1 -0.1
O 0.13853 -0.71952 0.42149 0.2 0.2 0.1
N -2.13462 -0.80925 0.33027 0.1 0.7 0.0
N -1.13399 1.25336 0.23733 2.0 2.2 -0.2
N 1.26733 1.24494 0.38960 -2.5 1.4 0.3
C -1.08100 -0.02860 0.32609 -0.3 -3.4 0.3
C 1.33096 -0.06085 0.27096 0.4 -0.8 -0.2
H -1.82943 -1.77954 0.40798 0.1 0.3 -0.1
H 1.90947 1.83575 -0.11666 0.1 -0.3 -0.2
```
Positions in Å, forces in eV/Å.

# 12
Density functional theory data (wB97M-V/def2-TZVPD) for 2 unconnected molecules or ions with the total composition C2H2N3O2S in a non-equilibrium geometry.

Summary:
E_LUMO (spin up / spin down) in eV: 3.78 / 3.78
Net charge: -1
Multiplicity: 1
Relative energy (zero: lowest compared OMol25 entry of this formula, charge and spin) in kcal/mol: 87.9
Orbital gap (spin up / spin down) in eV: 7.84 / 7.84

The geometry in XYZ format:
```
10
Properties=species:S:1:pos:R:3:forces:R:3
S 2.21138 0.86649 0.21906 1.2 0.5 -0.1
O 2.50710 1.16043 -1.19577 -0.4 -0.4 0.5
O 3.03750 -0.25421 0.75193 -1.2 0.1 -0.4
N -0.66245 0.99819 0.28653 2.6 -3.5 -0.5
N -0.23586 -3.01693 -0.03284 0.5 0.0 0.0
N -1.72641 1.58136 0.39849 -4.2 1.6 -0.7
C 0.29346 0.26335 0.32265 -1.0 1.7 -0.1
C 0.65170 -2.40453 0.36847 -0.4 -0.2 0.4
H -2.55564 1.27716 -0.27232 2.7 0.4 1.3
H 1.40234 -1.79262 0.85609 0.1 -0.3 -0.4
```
Positions in Å, forces in eV/Å.

Asked for total energy across the records above, the calculation gives -487.7577, -660.1561, -660.2737, -660.2059, -660.1679, -660.2313, -585.0361, -585.0217, -585.0477, -316.5206, -392.0960, -790.2749 hartree in order.